[1]
Here is a structure of composition C6H9N2 in a non-equilibrium geometry from the OMol25 dataset. Energies are from the ωB97M-V functional and the def2-TZVPD basis.

E_LUMO	-5.4	eV
Kohn-Sham gap	0.33278	Eh
ΔE to the lowest compared entry with this formula, charge and spin	3.911	eV
total charge	+1
E	-9338.34221	eV
highest occupied orbital energy	-14.41	eV

```
17
C6H9N2 the ωB97M-V functional and the def2-TZVPD basis
C 0.37436 1.76990 -0.02917
C -0.69633 0.76577 -0.01465
C -0.24685 -0.47246 -0.02540
C 2.67753 -0.70216 0.05864
C -2.12955 1.20669 0.03432
C -0.48441 -1.88646 -0.06425
N 1.58349 1.35200 -0.03137
N 1.65964 0.03563 -0.01369
H 0.18234 2.83044 -0.03915
H 3.67663 -0.27804 0.09218
H 2.55798 -1.77537 0.09929
H -2.20302 2.28123 -0.10201
H -2.55747 0.94541 1.00063
H -2.71348 0.71176 -0.73855
H -0.06132 -2.33133 -0.96852
H -1.56243 -2.06451 -0.06480
H -0.05711 -2.38852 0.80649
```

***

[2]
Here is a structure of composition C39H51LaN9O4SSi in a non-equilibrium geometry from the OMol25 dataset. Energies are from the ωB97M-V functional and the def2-TZVPD basis.

E_LUMO	2.1	eV
Kohn-Sham gap	0.25778	Eh
ΔE to the lowest compared entry with this formula, charge and spin	0.949	eV
total charge	-1
E	-82450.21681	eV
highest occupied orbital energy	-4.87	eV

```
106
C39H51LaN9O4SSi the ωB97M-V functional and the def2-TZVPD basis
La 13.14067 13.28991 12.16229
C 16.68574 16.46310 12.40379
O 17.73316 15.73867 11.69495
C 17.84838 14.38376 12.11040
C 19.10628 14.03991 12.47001
C 19.46012 12.73780 12.80452
C 18.40474 11.85603 12.95012
C 17.02420 12.17546 12.70304
C 16.01288 11.14762 12.99917
N 14.72043 11.18634 12.91751
N 14.05348 9.99147 13.38059
C 12.75330 10.21055 13.44519
O 12.13719 11.28067 13.16671
C 11.92117 9.01951 14.00154
C 10.50654 9.13999 13.87535
C 9.67952 8.16288 14.35559
C 10.20209 7.11198 15.10540
C 11.59059 7.00417 15.24004
C 12.46510 7.94448 14.67797
C 16.74829 13.47087 12.15471
O 15.57719 13.79759 11.75273
H 15.82832 15.80888 12.58270
H 16.34751 17.31890 11.79860
H 17.06193 16.74080 13.36195
H 19.86327 14.84546 12.29026
H 20.46569 12.47971 13.05620
H 18.51966 10.85164 13.30918
H 16.42810 10.17490 13.27782
H 10.23752 10.05879 13.28989
H 8.63200 8.23722 14.15596
H 9.58263 6.59742 15.72176
H 12.03506 6.25276 15.87465
H 13.57532 7.88254 14.85857
C 8.76130 14.69756 10.23251
N 8.69018 14.75520 11.69398
C 7.41615 15.00352 12.23512
C 9.72035 14.08508 12.38034
N 10.37532 13.08224 11.81521
C 9.64118 12.21104 10.99182
C 8.42719 11.75121 11.46254
C 7.46425 11.06105 10.63352
C 7.66807 11.03410 9.28022
C 9.01323 11.20427 8.82173
C 9.22475 10.99455 7.45952
C 10.44406 11.22668 6.94149
C 11.46098 11.69336 7.69323
C 11.34945 11.94161 9.04378
N 12.47778 12.27081 9.82272
C 13.56282 11.55353 9.46580
N 14.74779 12.16675 9.35959
C 16.01240 11.43208 9.42595
C 14.86353 13.58524 8.93042
N 13.56350 10.21749 9.21604
C 14.02886 9.77330 7.96114
C 12.55736 9.43081 9.84247
C 10.06777 11.78938 9.68944
N 10.06803 14.55142 13.66941
C 9.72816 15.88910 14.06051
C 10.30577 13.64471 14.78672
H 8.13437 15.50548 9.83557
H 8.33083 13.78353 9.80319
H 9.81522 14.85401 9.94858
H 6.65064 14.26228 11.94147
H 6.99134 16.00501 11.90124
H 7.38875 14.96107 13.33753
H 8.30677 11.91308 12.51648
H 6.50920 10.81022 11.06093
H 7.02610 10.51967 8.59365
H 8.40433 10.71024 6.86357
H 10.64451 11.08034 5.86188
H 12.43694 11.89015 7.13669
H 15.88726 10.51916 10.01932
H 16.85380 11.99039 9.83030
H 16.25249 11.12676 8.39282
H 13.83503 13.99252 8.83103
H 15.34556 13.49581 7.97876
H 15.57247 14.06663 9.62704
H 14.37289 10.63082 7.37147
H 13.15960 9.38360 7.40771
H 14.77016 8.97684 7.97357
H 12.26662 9.75414 10.86273
H 13.04409 8.32990 9.94449
H 11.68368 9.34370 9.25240
H 9.43720 16.58927 13.24850
H 10.60882 16.28174 14.59614
H 8.84402 15.88044 14.76176
H 9.97839 12.56479 14.60675
H 11.27207 13.82010 15.25733
H 9.45820 13.88760 15.50735
S 13.11772 16.12720 16.65020
C 13.37132 15.26839 15.34024
N 13.42747 14.69261 14.27786
C 10.60216 17.59952 10.91057
Si 12.24764 16.64635 10.36086
C 11.84309 16.33094 8.51426
C 13.62419 18.00911 10.41916
O 12.51276 15.35231 11.19253
H 10.33344 18.19580 10.06225
H 10.62327 18.08890 11.92132
H 9.80562 16.90920 10.95792
H 11.16876 17.10693 8.16296
H 11.20182 15.43065 8.53342
H 12.75082 16.28831 7.81430
H 13.35184 18.86280 9.79047
H 14.52731 17.56100 9.91496
H 14.01611 18.17903 11.45649
```

***

[3]
Here is the molecule C4H3NO in a non-equilibrium geometry from the OMol25 dataset. Energies are from the ωB97M-V functional and the def2-TZVPD basis.

E_LUMO	-1.2	eV
Kohn-Sham gap	0.34380	Eh
SMILES string	N#C/C=C\C=O
ΔE to the lowest compared entry with this formula, charge and spin	0.885	eV
total charge	0
E	-7731.85886	eV
highest occupied orbital energy	-10.60	eV

```
9
C4H3NO the ωB97M-V functional and the def2-TZVPD basis
N 2.21532 -0.66055 -0.14855
C 1.31978 0.03976 0.01386
C 0.41730 1.17993 0.10949
C -0.92228 1.01728 -0.09900
C -1.58137 -0.30392 -0.17699
O -0.93246 -1.33255 0.23610
H 0.88181 2.13169 0.40943
H -1.61218 1.92096 0.14634
H -2.71776 -0.36672 -0.48891
```

***

[4]
Here is the molecule C4H3FS2 from the OMol25 dataset. Energies are from the ωB97M-V functional and the def2-TZVPD basis.

E_LUMO	-2.1	eV
Kohn-Sham gap	0.25207	Eh
SMILES string	F/C(C=S)=C/C=S
ΔE to the lowest compared entry with this formula, charge and spin	1.205	eV
total charge	0
E	-28582.52651	eV
highest occupied orbital energy	-9.00	eV

```
10
C4H3FS2 the ωB97M-V functional and the def2-TZVPD basis
F -1.10910 1.94262 -0.00176
C -0.61022 0.70161 -0.00295
C -1.70183 -0.28349 0.00241
S -1.62461 -1.89503 0.00014
C 0.73603 0.59449 0.00702
C 1.52499 -0.62347 -0.00282
S 3.15110 -0.61461 -0.00008
H -2.66905 0.23284 -0.00017
H 1.30600 1.50932 0.00349
H 0.99667 -1.56428 -0.00528
```

***

[5]
Here is a cluster of 8 separate species, C39H82Br2N5O9P in total in a non-equilibrium geometry from the OMol25 dataset. Energies are from the ωB97M-V functional and the def2-TZVPD basis.

E_LUMO	0.4	eV
Kohn-Sham gap	0.32153	Eh
SMILES string	[H]/N=C(\N)NCCCC[C@@H](OC)[C@H](NP(N)O)[C@@H](Br)[C@H](C)Br.C1CCOC1.C1CCOC1.C1CCOC1.C1CCOC1.C1CCOC1.C1CCOC1.C1CCOC1
total charge	0
E	-217021.13116	eV
highest occupied orbital energy	-8.35	eV

```
138
C39H82Br2N5O9P the ωB97M-V functional and the def2-TZVPD basis
H 2.81053 2.40981 -0.65316
N 2.92478 1.55040 -0.11454
C 4.13061 1.11390 -0.18912
N 5.11979 1.83988 -0.98712
N 4.57882 -0.08287 0.45856
C 4.98130 -1.08398 -0.58303
C 4.77063 -2.54298 -0.02854
C 3.55402 -3.31603 -0.67425
C 2.24320 -2.46365 -0.81302
C 1.27882 -3.14124 -1.85339
O 0.95841 -4.45694 -1.30575
C 1.47223 -5.49946 -2.13211
C -0.10293 -2.40588 -2.07081
N -0.18771 -1.51793 -3.25752
P 1.30766 -0.68457 -3.63890
N 0.78547 0.88744 -4.22638
O 1.94766 -1.45281 -5.02699
C -0.65070 -1.70633 -0.75449
Br 0.06238 0.11080 -0.48881
C -2.23163 -1.56659 -1.00450
C -2.88790 -0.28851 -0.34324
Br -3.22709 -3.16947 -0.40911
H 5.16214 1.36199 -1.89113
H 4.82763 2.79916 -1.14657
H 3.84378 -0.45550 1.05924
H 6.06580 -0.90851 -0.78192
H 4.38695 -0.88665 -1.51900
H 4.72690 -2.54299 1.09131
H 5.70002 -3.11876 -0.28847
H 3.90220 -3.79523 -1.62234
H 3.31969 -4.16477 0.02632
H 1.74817 -2.44480 0.19144
H 2.40208 -1.40756 -1.12962
H 1.83735 -3.35442 -2.80468
H 1.45516 -6.47053 -1.56639
H 2.52853 -5.34783 -2.45772
H 0.78029 -5.65973 -3.00761
H -0.84562 -3.23111 -2.26062
H -0.37549 -2.13432 -4.05612
H 1.57267 1.52250 -4.08012
H 0.71365 0.80841 -5.25148
H 2.30019 -2.30292 -4.73512
H -0.50972 -2.33785 0.15046
H -2.43269 -1.46150 -2.10243
H -2.77113 0.62924 -0.97357
H -4.00970 -0.49483 -0.34127
H -2.59660 -0.12992 0.71811
C 9.11858 3.98496 -3.00097
C 8.28570 4.66819 -1.93507
C 6.93293 4.77631 -2.61487
O 6.82536 3.65621 -3.50634
C 8.11306 3.03442 -3.62330
H 9.99993 3.47570 -2.61050
H 9.44822 4.71887 -3.74296
H 8.21129 4.02572 -1.05345
H 8.68158 5.63374 -1.61970
H 6.85958 5.69029 -3.21447
H 6.10473 4.75971 -1.90288
H 8.07773 2.08339 -3.08019
H 8.32474 2.82741 -4.67402
C 8.31191 1.21866 2.46563
C 9.01459 2.16912 3.41499
C 9.47928 3.26749 2.47468
O 8.52392 3.33036 1.40757
C 7.67021 2.17602 1.47988
H 7.59004 0.56389 2.95331
H 9.04952 0.59291 1.95348
H 8.29618 2.57264 4.13491
H 9.83280 1.71062 3.97109
H 10.45654 3.03153 2.03881
H 9.54366 4.24090 2.96541
H 6.68710 2.50738 1.83113
H 7.55439 1.73999 0.48684
C -7.89213 1.53178 1.06858
C -8.09477 1.22283 -0.40191
C -6.66609 1.17814 -0.91394
O -5.85020 0.72296 0.17373
C -6.62775 0.75336 1.38020
H -8.73262 1.24634 1.69783
H -7.71471 2.60224 1.20220
H -8.56308 0.24013 -0.51398
H -8.71108 1.95520 -0.92419
H -6.31603 2.17492 -1.20374
H -6.54604 0.50611 -1.76642
H -6.85688 -0.28162 1.65786
H -6.04227 1.20701 2.18187
C 6.31813 -3.47431 5.50831
C 5.21547 -2.43355 5.48002
C 6.00517 -1.14330 5.35454
O 7.20046 -1.45961 4.62895
C 7.33054 -2.88425 4.54335
H 5.98811 -4.47273 5.22014
H 6.74815 -3.53296 6.51256
H 4.59134 -2.57806 4.59292
H 4.56908 -2.45291 6.35769
H 6.29913 -0.75938 6.33734
H 5.45323 -0.36253 4.82738
H 7.11444 -3.18085 3.51084
H 8.35603 -3.17304 4.78038
C -10.64288 2.45224 5.61692
C -11.22835 3.65921 4.90923
C -10.17322 3.94911 3.85578
O -9.57506 2.69339 3.51364
C -9.98908 1.70389 4.47056
H -11.38178 1.85222 6.14880
H -9.88348 2.77564 6.33558
H -12.17221 3.38549 4.42800
H -11.41547 4.50778 5.56814
H -9.38629 4.60159 4.24999
H -10.59084 4.41127 2.95902
H -10.69987 1.03561 3.97756
H -9.12393 1.11812 4.79005
C 1.44159 -0.46825 -8.47107
C 1.16877 -0.75478 -9.93570
C 2.57265 -0.81514 -10.51072
O 3.42570 -1.29587 -9.46483
C 2.70564 -1.27066 -8.22512
H 0.62366 -0.75044 -7.80770
H 1.64248 0.59867 -8.33215
H 0.68036 -1.72837 -10.03853
H 0.54188 -0.00644 -10.42143
H 2.92573 0.17960 -10.80362
H 2.64483 -1.47768 -11.37536
H 2.47159 -2.30516 -7.95094
H 3.33270 -0.83811 -7.44478
C -13.01501 -2.53640 5.12449
C -14.16945 -1.55380 5.09700
C -13.44822 -0.22639 4.95022
O -12.24479 -0.48781 4.21477
C -12.04343 -1.90646 4.14333
H -13.29632 -3.55322 4.85012
H -12.57283 -2.56207 6.12487
H -14.79401 -1.73929 4.21830
H -14.80514 -1.59679 5.98164
H -13.16476 0.18212 5.92653
H -14.04477 0.51943 4.42135
H -12.25380 -2.22488 3.11679
H -11.00240 -2.14031 4.37333
```

***

[6]
Here is a structure of composition C37H34BrF4N8O3S2Sn in a non-equilibrium geometry from the OMol25 dataset. Energies are from the ωB97M-V functional and the def2-TZVPD basis.

E_LUMO (spin up / spin down)	2.2 / 2.2	eV
Kohn-Sham gap (spin up / spin down)	0.25707 / 0.25709	Eh
ΔE to the lowest compared entry with this formula, charge and spin	0.000	eV
total charge	-1
E	-165398.23558	eV
highest occupied orbital energy (spin up / spin down)	-4.83 / -4.83	eV

```
90
C37H34BrF4N8O3S2Sn the ωB97M-V functional and the def2-TZVPD basis
Sn -0.57613 -0.61377 -0.79724
C 2.28411 1.15956 3.69209
C 0.88965 1.71763 3.40205
N 0.11294 0.89772 2.42945
C -0.95043 1.70131 1.79747
C -0.42811 2.71571 0.81128
C -0.44339 -0.25174 3.11703
C -1.17267 -1.24508 2.21985
N -0.36312 -1.85627 1.11059
C 0.18854 -3.10061 1.26723
C 0.93745 -3.59336 0.17207
F 1.02377 -2.74850 -0.92130
C 1.56060 -4.83116 0.13298
F 2.27121 -5.13991 -0.94718
C 1.51677 -5.68011 1.21502
C 0.82749 -5.22712 2.31106
F 0.87617 -5.98414 3.41630
C 0.20433 -4.01180 2.36923
F -0.38814 -3.70943 3.55629
H 2.70262 1.66012 4.56761
H 2.97002 1.30802 2.86570
H 2.22860 0.08991 3.93837
H 0.97482 2.73584 3.01312
H 0.29948 1.81161 4.33001
H -1.62110 2.19968 2.52014
H -1.62310 1.02369 1.24242
H 0.20129 3.48457 1.26062
H -1.27499 3.23203 0.32059
H 0.16975 2.22579 0.02759
H -1.15858 0.07968 3.90019
H 0.38548 -0.74843 3.62955
H -2.00815 -0.71402 1.74553
H -1.56792 -2.03716 2.86887
H 1.95309 -6.65036 1.21515
S 1.93566 0.30168 -2.15578
C 2.93286 1.20729 -1.00381
N 3.07606 2.45968 -1.10791
N 2.41787 3.12278 -2.10065
C 2.81440 4.42872 -2.40343
C 2.52250 4.93532 -3.66269
C 3.00693 6.19700 -3.97010
C 3.72191 6.94825 -3.08622
C 3.90977 6.45276 -1.78807
C 3.50592 5.16361 -1.46936
N 3.58729 0.68347 0.09254
N 3.25958 -0.46450 0.36725
C 3.91510 -1.02962 1.51502
C 3.14852 -1.88883 2.25836
C 3.66364 -2.51033 3.38880
C 4.99352 -2.30246 3.76912
C 5.78601 -1.46255 2.94722
C 5.26071 -0.85001 1.84254
H 2.02514 2.53757 -2.80907
H 1.88132 4.36284 -4.32230
H 2.74252 6.60689 -4.93366
H 4.06268 7.93550 -3.32681
H 4.43621 7.05399 -1.04380
H 3.71520 4.69649 -0.52398
H 2.11244 -2.05552 2.02971
H 3.00340 -3.12358 3.95252
H 5.40106 -2.76106 4.66385
H 6.79725 -1.27667 3.24335
H 5.82606 -0.22022 1.18887
O -3.09314 -0.22024 -2.31940
C -3.89840 -0.17015 -1.42882
N -3.61427 -0.45786 -0.13132
S -4.89104 -0.36113 0.82350
O -5.26583 -1.65367 1.35808
O -4.79281 0.73274 1.78342
C -6.01123 0.18360 -0.41899
C -7.34352 0.54164 -0.31218
C -8.00529 0.96612 -1.44436
C -7.32275 1.02202 -2.67055
C -5.98468 0.61984 -2.79225
C -5.34166 0.21381 -1.61709
H -7.85118 0.44951 0.63288
H -9.06060 1.20702 -1.43140
H -7.83634 1.41578 -3.52722
H -5.47962 0.65763 -3.75470
Br -3.18310 -3.73632 -1.00851
C -2.34084 -3.11888 -2.56911
C -2.88610 -3.47658 -3.80151
C -2.24673 -3.02907 -4.96329
C -1.18074 -2.15219 -4.82615
C -0.74890 -1.82274 -3.55887
N -1.29561 -2.31711 -2.46124
H -3.70129 -4.15248 -3.87003
H -2.58923 -3.35229 -5.92346
H -0.62892 -1.85652 -5.69671
H 0.12991 -1.18090 -3.42196
```